Entry 1:
DFT (ωB97M-V with the def2-TZVPD basis set) results for a structure of composition C17H13BBaBr2F4NO4S at a distorted geometry.

Atoms and positions in Å:
Ba 16.27180 5.84078 6.49988
C 15.07659 5.02522 10.39681
C 16.54109 4.69194 10.31706
C 17.11562 4.24991 11.58449
C 18.48272 4.15179 11.66626
C 19.31343 4.47592 10.53200
C 20.68266 4.27946 10.48676
Br 21.78529 4.68431 11.95413
C 21.48869 4.02446 9.36941
C 20.97236 4.37487 8.18429
Br 21.94138 4.25186 6.61600
C 19.53952 4.78233 8.09477
O 19.07773 4.96511 6.94145
C 18.67367 4.77171 9.30374
N 17.30698 4.84033 9.25038
H 14.70918 4.88100 11.41993
H 14.56375 4.38955 9.66609
H 14.97527 6.08905 10.09138
H 16.47559 3.97209 12.43414
H 18.98881 3.90776 12.60608
H 22.53939 3.73199 9.50712
F 18.07502 7.46414 8.03560
B 18.03400 8.22102 6.85253
F 18.60977 7.23049 5.89315
F 16.53154 8.46989 6.50544
F 18.75062 9.38114 6.92749
C 7.32079 5.23329 6.41536
C 8.82031 5.08505 6.43769
C 9.53735 4.90111 7.67482
C 10.92505 4.86138 7.63713
C 11.61534 4.89506 6.42218
C 10.93299 4.98723 5.20738
C 9.55399 5.13043 5.22255
S 13.35997 4.70890 6.69560
O 13.69492 5.96421 7.39923
O 14.01194 4.56551 5.41417
O 13.41730 3.57358 7.58559
H 6.92384 5.61041 7.36712
H 6.86257 4.25098 6.15585
H 7.04064 5.91543 5.61532
H 8.95774 4.90226 8.62520
H 11.51354 4.86997 8.57209
H 11.50090 5.01298 4.27292
H 9.03499 5.25635 4.29924

Its highest occupied orbital energy is -0.13735 hartree. The charge is -1. For the strongest force on any atom, the calculation gives 3.2 eV Å⁻¹.

Entry 2:
DFT (ωB97M-V with the def2-TZVPD basis set) results for a structure of composition C17H13Br13F9N3O at a distorted geometry.

Atoms and positions in Å:
C -2.85934 -1.03642 1.14303
C -1.25548 -1.05338 0.98454
C -0.50039 0.13709 1.80210
C 1.03586 -0.38749 1.97197
N 2.18622 -0.78210 1.91846
N -1.04223 0.35012 3.18860
C -0.26695 -0.17632 4.12389
O 0.47662 -0.38642 5.10141
C -0.37397 1.51655 0.94914
Br 0.75593 2.74654 2.08821
C 0.48240 1.22195 -0.36603
N 0.95697 1.23931 -1.48771
C -1.77255 2.26510 0.69897
C -1.68876 3.51340 -0.32850
C -2.85445 3.48849 -1.45964
F -4.14833 3.14553 -0.89538
F -3.00251 4.86560 -1.91500
C -2.48782 2.59435 -2.75070
F -1.97445 1.34285 -2.28075
F -3.73398 2.28842 -3.43305
C -1.56066 3.33448 -3.83804
F -2.43311 4.15839 -4.65038
F -0.57061 4.20212 -3.29051
C -0.79952 2.33569 -4.86200
F -1.47556 1.11151 -5.09951
F 0.54240 2.16901 -4.41459
F -0.73246 3.04197 -6.12374
H -3.22387 -0.52832 2.10949
H -3.31159 -2.10441 1.10249
H -3.29201 -0.48634 0.21417
H -0.89430 -2.06260 1.43602
H -0.96933 -1.08932 -0.12499
H -2.08386 2.71858 1.72347
H -2.63969 1.58470 0.38535
H -0.66660 3.65149 -0.82885
H -1.87662 4.48694 0.27866
C 4.19411 -1.03061 5.51103
Br 5.11595 0.55576 4.87848
Br 2.53236 -0.58884 6.41008
Br 3.92095 -2.32245 4.09184
H 4.84186 -1.50239 6.24932
C 5.12465 -2.82203 0.45166
Br 4.79721 -2.67108 -1.45519
Br 4.67984 -4.58823 1.12359
Br 6.93780 -2.30967 0.91551
H 4.45720 -2.11555 0.94646
C -5.79633 -4.28292 2.92329
Br -4.63196 -2.92009 3.66676
Br -7.53692 -4.28987 3.78009
Br -5.94192 -4.13141 0.99403
H -5.33356 -5.24681 3.13343
C 6.15012 -2.72956 -5.26733
Br 7.68649 -1.59969 -4.91041
Br 4.48692 -1.86252 -4.76991
Br 6.11954 -3.34654 -7.10692
H 6.25030 -3.61258 -4.63640

Its highest occupied orbital energy is -0.36959 hartree. For the strongest force on any atom, the calculation gives 9.4 eV Å⁻¹.

Entry 3:
DFT (ωB97M-V with the def2-TZVPD basis set) results for a structure of composition C17H13Br2N5O3PtSe.

Atoms and positions in Å:
Pt -0.19914 -0.12754 -0.14974
C -2.33562 0.04210 3.23167
C -0.86855 0.04126 3.57190
C -0.42206 0.16041 4.90687
C 0.91576 0.18278 5.16057
C 1.84261 0.09467 4.09754
C 3.24712 0.11057 4.26057
Br 4.02206 0.25855 5.98694
C 4.06677 0.01260 3.17962
C 3.52667 -0.09737 1.88954
Br 4.71733 -0.25925 0.42985
C 2.16737 -0.10025 1.63304
O 1.74574 -0.21318 0.39204
C 1.30529 -0.01514 2.79074
N -0.03006 -0.04865 2.57463
H -2.95913 0.02584 4.12436
H -2.57946 -0.82868 2.61972
H -2.57695 0.94260 2.66244
H -1.13994 0.23503 5.71342
H 1.28193 0.27065 6.17441
H 5.14040 0.01873 3.30469
N -2.13652 0.26743 -0.74620
C -2.26842 1.72080 -1.00493
C -1.22560 2.51987 -0.22698
O -1.42455 3.68909 0.01240
O -0.15161 1.85347 0.08434
H -2.38046 -0.29626 -1.55221
H -2.76256 -0.02481 -0.00229
H -3.26484 2.08204 -0.75987
H -2.08188 1.90046 -2.06310
Se -3.49947 -3.85926 -1.22878
N -2.27228 -5.08236 -0.91512
C -1.16312 -4.43718 -0.61943
C 0.08338 -5.06549 -0.31548
C 1.12546 -4.24853 -0.06963
C 0.97018 -2.82488 -0.09575
N -0.14739 -2.19115 -0.33863
C -1.24620 -2.99039 -0.62962
N -2.41863 -2.49107 -0.94027
H 0.15996 -6.14363 -0.29230
H 2.10337 -4.64501 0.16422
H 1.82344 -2.18459 0.09198

Its highest occupied orbital energy is -0.27221 hartree. The value obtained for the energy relative to the best compared isomer or geometry (same formula, charge and spin) is 18.5 kJ/mol. For the strongest force on any atom, the calculation gives 0.4 eV Å⁻¹.

Entry 4:
DFT (ωB97M-V with the def2-TZVPD basis set) results for a structure of composition C17H13BrFeN4O8S2 at a distorted geometry.

Atoms and positions in Å:
Fe -0.00341 1.93801 -0.20880
O -0.66733 5.48875 -1.01099
S -0.27240 4.24879 -0.43264
O -1.39068 3.26819 -0.09168
O 0.45508 3.28556 -1.42930
O 0.57284 4.23153 0.76275
N -2.32475 -3.02270 4.98036
C -1.59282 -2.69422 3.83362
C -0.21172 -2.89072 3.79545
C 0.50422 -2.60169 2.64596
C -0.15576 -2.12300 1.52626
C -1.52985 -1.92819 1.54601
C -2.24335 -2.21361 2.69511
S 0.74898 -1.68582 0.07180
O -0.14112 -1.86229 -1.04112
O 2.00358 -2.38854 0.09937
N 0.95703 -0.08565 0.21516
C 1.96118 0.48421 0.88781
N 1.89688 1.81701 0.65471
C 2.82994 2.60952 1.15985
C 3.85250 2.07146 1.92598
C 3.78416 0.71021 2.18473
N 2.85670 -0.09929 1.69404
H -1.79272 -2.96998 5.83552
H -3.19609 -2.52211 5.06766
H 0.30072 -3.27062 4.67222
H 1.57665 -2.73947 2.60763
H -2.03620 -1.55554 0.66180
H -3.31665 -2.06312 2.71292
H 2.72562 3.66397 0.95948
H 4.62977 2.69196 2.34489
H 4.51757 0.24762 2.83971
Br -2.17013 -2.67481 -3.50430
C -1.43629 -0.99096 -3.94549
C -0.87199 -0.89884 -5.21091
C -0.30717 0.29051 -5.64288
C -0.30648 1.39465 -4.80554
C -0.85106 1.29201 -3.53640
C -1.40862 0.10330 -3.07797
C -2.00719 0.07677 -1.70128
O -2.97609 -0.59193 -1.41188
O -1.46267 0.88117 -0.82256
H -0.87589 -1.77071 -5.85014
H 0.12574 0.34651 -6.63408
H 0.11806 2.33647 -5.12859
H -0.86877 2.16564 -2.89425

Its highest occupied orbital energy (spin up / spin down) is -0.21920 / -0.21934 hartree. The spin multiplicity is 2. The charge is -1. The value obtained for the energy relative to the best compared isomer or geometry (same formula, charge and spin) is 218.4 kJ/mol. For the strongest force on any atom, the calculation gives 3.9 eV Å⁻¹. As for the expectation value of S²: 0.9615.

Entry 5:
DFT (ωB97M-V with the def2-TZVPD basis set) results for a structure of composition C17H13Cl5FNO5SiW.

Atoms and positions in Å:
W 0.62527 0.56249 0.71133
Cl -2.89892 5.75781 4.25059
C -2.23810 4.65500 3.13746
C -1.37999 3.64871 3.60489
Cl -0.96932 3.48437 5.24906
C -0.86890 2.77674 2.66507
Cl 0.23202 1.47064 3.09456
C -1.17114 2.87049 1.32029
O -0.59180 1.91408 0.53080
C -2.01569 3.85184 0.84442
Cl -2.36896 3.92037 -0.82287
C -2.55187 4.75393 1.77370
Cl -3.59633 5.97793 1.22549
C -2.84543 -1.06321 0.51621
Si -1.43790 -2.17549 0.09696
C -0.62430 -2.94359 1.56169
C -1.77259 -3.35972 -1.27426
N -0.13803 -0.92702 -0.49066
C 0.68610 -0.85115 -1.46962
C 0.91131 -1.70777 -2.59217
C 1.77128 -1.48517 -3.60791
C 2.75567 -0.42916 -3.80712
C 3.29162 0.33426 -2.85992
C 2.93663 0.24360 -1.41995
F 3.36747 1.32157 -0.74699
H -3.71340 -1.65463 0.81567
H -3.14839 -0.44190 -0.32874
H -2.59730 -0.41317 1.35926
H -1.38162 -3.50654 2.11465
H -0.20837 -2.21422 2.25990
H 0.16422 -3.64621 1.28635
H -2.58696 -4.01853 -0.96103
H -0.91736 -4.00286 -1.48911
H -2.10166 -2.86585 -2.19063
H 0.28159 -2.58459 -2.61649
H 1.73374 -2.21377 -4.41094
H 3.11440 -0.31137 -4.82137
H 4.05391 1.06839 -3.09225
O 4.05699 -1.87474 -1.22185
C 3.46229 -1.01937 -0.65839
O 1.44045 0.33992 -1.29718
C 3.24834 -1.10454 0.88137
O 3.85315 -1.78467 1.61278
O 2.13786 -0.35291 1.26693

Its highest occupied orbital energy (spin up / spin down) is -0.54434 / -0.54437 hartree. The charge is +2. The value obtained for the energy relative to the best compared isomer or geometry (same formula, charge and spin) is 198.1 kJ/mol. For the strongest force on any atom, the calculation gives 0.7 eV Å⁻¹.

Entry 6:
DFT (ωB97M-V with the def2-TZVPD basis set) results for an isolated molecule of C17H13ClN2OS at a distorted geometry.

Atoms and positions in Å:
Cl -3.10372 -0.42321 -2.17563
C -4.20637 -0.66695 -0.86390
C -5.42085 -1.28146 -1.11957
C -6.31957 -1.47747 -0.08622
C -6.00312 -1.06109 1.19576
C -4.78734 -0.45033 1.44221
C -3.86619 -0.24755 0.42125
C -2.56427 0.42617 0.69170
H -1.77295 0.02059 0.06431
H -2.29037 0.36283 1.74378
S -2.71414 2.22564 0.26916
C -1.06924 2.59093 -0.08563
N -0.60998 3.74271 -0.47437
N 0.71154 3.59322 -0.63802
C 1.01644 2.36306 -0.34562
C 2.31474 1.77255 -0.38866
C 2.54572 0.48584 -0.07952
C 3.82509 -0.19090 -0.09949
C 3.87510 -1.54515 0.24659
C 5.07036 -2.23638 0.24194
C 6.24451 -1.58992 -0.10853
C 6.21214 -0.24753 -0.45348
C 5.01896 0.44666 -0.45012
H 5.01211 1.49067 -0.72117
H 7.12569 0.25964 -0.72710
H 7.18023 -2.12864 -0.11315
H 5.08853 -3.28214 0.51173
H 2.96199 -2.05484 0.52048
H 1.70339 -0.12826 0.21659
H 3.08873 2.45720 -0.69501
O -0.09780 1.65696 0.02521
H -4.54089 -0.12113 2.44063
H -6.70355 -1.20957 2.00299
H -7.26714 -1.95331 -0.28622
H -5.65776 -1.59882 -2.12296

Its highest occupied orbital energy is -0.29600 hartree. As for the structure (SMILES): Clc1ccccc1CSc1nnc(/C=C/c2ccccc2)o1. The value obtained for the energy relative to the best compared isomer or geometry (same formula, charge and spin) is 174.3 kJ/mol. For the strongest force on any atom, the calculation gives 1.8 eV Å⁻¹.